CHNO2S | wB97M-V/def2-TZVPD

Output
Energy above the lowest of the compared OMol25 structures with the same formula, charge and spin (eV): 5.8212
Net charge: 0
LUMO (alpha / beta) (eV): -0.28 / -2.79
Multiplicity: 1

Structure (XYZ):
```
6
Properties=species:S:1:pos:R:3:forces:R:3:mulliken_charge:R:1
C 0.404777 -1.069493 1.207331 0.595 -0.922 0.606 -0.06
N -0.364853 0.786953 -1.618047 -0.590 -1.573 4.641 0.56
O -0.339490 0.277772 -0.462176 -0.060 1.156 -3.840 -0.31
O -1.064487 1.660821 -1.926115 -0.348 1.211 -1.731 -0.29
S 1.875908 -0.623296 0.978738 -0.301 -0.288 0.765 -0.21
H -0.511854 -1.032757 1.820270 0.704 0.416 -0.441 0.32
```
Forces are in eV/Å.

---

C36H42CdClGe2IN4O4Se2 | wB97M-V/def2-TZVPD

Output
Net charge: -2
LUMO (eV): 3.42
Multiplicity: 1

Structure (XYZ):
```
93
Properties=species:S:1:pos:R:3:forces:R:3:mulliken_charge:R:1
Cd 0.345003 -0.035100 1.257153 -0.469 -0.127 -0.633 2.68
O 1.940246 3.290404 4.085997 0.048 0.210 0.007 -0.74
Cl 1.633740 1.911369 3.861922 -0.051 -0.055 -0.087 1.75
O 1.972139 1.122279 5.003696 0.036 -0.097 0.142 -0.71
O 0.234478 1.752428 3.534050 0.070 0.052 0.020 -0.57
O 2.390665 1.433278 2.704063 0.028 0.013 0.046 -1.01
C -3.933249 -1.630297 -3.090473 -0.054 0.000 -0.011 -1.27
C -3.031645 -2.125894 -1.966804 0.074 -0.020 0.054 -0.51
Ge -2.320870 -0.823278 -0.638328 -0.026 -0.031 0.011 1.38
C -3.780066 -0.330171 0.599821 0.154 -0.090 0.103 -0.76
C -4.968221 0.348193 -0.069633 -0.099 -0.004 -0.036 -1.28
C -2.059712 0.844244 -1.654168 -0.097 -0.112 0.010 -1.61
C -1.207155 1.877205 -1.693044 0.052 -0.003 0.059 0.40
Ge 0.327795 1.986712 -0.390281 0.209 0.007 0.007 -0.34
C 1.991265 1.943154 -1.505420 -0.035 -0.040 0.075 -0.09
C 2.059179 2.726408 -2.810552 0.000 0.046 -0.036 -1.25
C 0.417793 3.672182 0.684470 -0.033 -0.072 0.084 -0.30
C 0.781566 5.056656 0.155074 0.023 0.082 0.047 -1.37
C -1.431696 2.928464 -2.731705 0.071 0.061 0.013 -0.19
C -0.987648 4.231199 -2.516464 0.021 -0.006 0.152 1.21
C -1.190143 5.238927 -3.445603 -0.006 0.000 0.000 -0.55
C -1.831558 4.963917 -4.642930 -0.007 0.002 -0.011 -0.41
C -2.253969 3.665298 -4.894074 -0.027 0.062 -0.088 -0.85
C -2.054124 2.666319 -3.958016 0.077 -0.100 0.039 -0.34
H -4.201933 -2.442255 -3.771247 -0.028 -0.044 -0.027 0.42
H -3.439169 -0.866506 -3.688957 0.057 0.091 -0.075 0.25
H -4.863405 -1.198462 -2.720805 -0.041 0.047 0.020 0.21
H -2.160036 -2.619315 -2.403531 -0.002 0.005 0.060 0.32
H -3.543651 -2.889090 -1.375257 -0.041 -0.031 0.030 0.34
H -3.352132 0.342529 1.341710 0.052 0.013 0.061 0.21
H -4.098926 -1.226885 1.135691 0.029 -0.022 0.007 0.48
H -4.666081 1.262982 -0.579490 0.010 0.066 -0.056 0.24
H -5.729048 0.621383 0.666709 -0.030 0.021 0.007 0.39
H -5.451199 -0.295420 -0.807049 -0.002 -0.024 -0.011 0.24
H -2.895670 0.902672 -2.353500 -0.080 0.057 -0.155 0.67
H 2.180741 0.886402 -1.709348 -0.007 -0.029 0.009 0.06
H 2.798439 2.262388 -0.839174 0.036 0.006 0.048 0.38
H 1.251168 2.449443 -3.487301 -0.064 -0.019 -0.057 0.27
H 3.001831 2.540855 -3.335543 0.023 0.004 -0.011 0.43
H 1.982504 3.802336 -2.648648 -0.035 0.070 0.002 0.23
H 1.197270 3.375614 1.391118 -0.017 0.009 0.011 0.15
H -0.490214 3.722543 1.290432 -0.027 0.013 0.003 0.35
H 1.587581 5.015000 -0.579549 0.047 -0.004 -0.071 0.24
H 1.124612 5.694018 0.972837 0.020 0.055 0.048 0.38
H -0.063748 5.569083 -0.310036 0.082 0.080 0.123 0.43
H -0.468436 4.449549 -1.593716 -0.161 -0.118 -0.284 -0.60
H -0.835298 6.239794 -3.232340 0.012 0.037 0.002 0.41
H -1.985897 5.743237 -5.377509 -0.005 0.034 -0.038 0.36
H -2.731261 3.423034 -5.836871 -0.001 0.008 0.001 0.38
H -2.358507 1.658487 -4.202209 -0.018 -0.091 0.039 0.47
Se 1.416619 -6.248808 2.598479 -0.009 -0.065 0.001 -0.57
Se -1.538136 -3.070858 1.417281 -0.089 0.135 0.116 0.22
C -1.733703 -2.026424 2.983038 -0.065 -0.103 -0.113 0.41
C -2.089942 -2.709376 4.155167 0.004 -0.051 -0.093 -1.02
C -2.395079 -1.977228 5.273975 -0.009 0.072 0.056 -0.37
C -2.350091 -0.583365 5.206710 0.019 -0.059 -0.058 -0.89
C -1.930290 -0.002598 4.030434 -0.007 0.072 0.151 -0.56
N -1.602223 -0.702170 2.936656 0.154 -0.169 0.008 0.32
C 2.065431 -4.504495 2.931309 -0.011 -0.261 -0.080 -0.55
C 3.440245 -4.218379 2.800434 0.157 -0.202 -0.076 -0.31
C 3.913930 -2.951717 3.032380 0.085 0.184 -0.011 -0.54
C 3.016792 -1.941546 3.376024 -0.046 -0.030 -0.026 -0.38
C 1.684843 -2.301757 3.457704 0.067 0.270 0.114 -0.52
N 1.214328 -3.530588 3.271098 -0.242 0.031 -0.015 -0.12
H -2.090577 -3.791680 4.158795 0.018 0.013 -0.012 0.44
H -2.658190 -2.477635 6.198328 -0.003 0.002 0.003 0.40
H -2.596004 0.033069 6.057586 -0.020 0.054 0.058 0.41
H -1.830188 1.069558 3.947512 0.000 -0.006 0.027 0.55
H 4.106277 -5.023558 2.514045 -0.038 0.046 0.015 0.38
H 4.973762 -2.737176 2.930294 -0.009 -0.002 0.011 0.35
H 3.324344 -0.922263 3.558404 -0.003 0.032 0.039 0.51
H 0.934634 -1.549326 3.706204 0.034 0.045 0.136 0.81
I 6.305821 -1.908995 -1.854114 -0.003 -0.009 -0.008 0.02
C 4.824963 -1.136147 -0.649312 0.104 0.073 0.049 -1.05
C 4.949189 -0.099286 0.248243 0.053 -0.069 -0.060 -0.61
N 3.741784 0.058464 0.801726 0.080 -0.030 -0.082 0.36
N 2.840956 -0.809208 0.325880 -0.103 0.198 0.282 0.47
C 3.488143 -1.546782 -0.558867 -0.098 -0.034 0.015 0.00
H 5.789382 0.510846 0.521046 0.081 0.058 0.021 0.51
H 3.466492 0.703497 1.534265 -0.030 -0.035 -0.010 0.04
H 2.989018 -2.337918 -1.081191 -0.138 -0.167 -0.142 0.27
C -0.802145 -1.747972 0.211875 0.005 0.062 0.173 -0.93
C 0.068204 -2.406930 -0.791516 -0.085 -0.046 -0.086 0.85
C 0.650076 -3.670464 -0.601625 0.015 -0.024 0.082 -0.74
C 1.345124 -4.302223 -1.616835 0.088 0.002 -0.049 -0.77
C 1.512594 -3.698925 -2.857449 0.095 0.018 -0.020 -0.79
C 0.998589 -2.422789 -3.044933 0.115 0.001 -0.008 -0.87
C 0.302590 -1.788241 -2.031501 -0.006 0.092 -0.008 0.06
H 0.553237 -4.182671 0.349736 0.024 -0.027 -0.011 0.00
H 1.763874 -5.279288 -1.419270 0.029 -0.093 0.023 0.41
H 2.054053 -4.200478 -3.650052 -0.003 -0.011 -0.014 0.32
H 1.142199 -1.908711 -3.987210 0.004 0.022 -0.062 0.38
H -0.094305 -0.794770 -2.215947 0.016 -0.001 0.010 0.14
```
Forces are in eV/Å.

---

Number 1: E -17466.3541 eV. Number 2: E -321069.4987 eV.